# 1
C21H31B2F4GeN6O4Re as an isolated structure at a distorted geometry, computed with ωB97M-V/def2-TZVPD.

The geometry in XYZ format:
```
70
C21H31B2F4GeN6O4Re (ωB97M-V/def2-TZVPD)
Re -0.362 0.328 0.045
C 0.406 4.261 -1.855
C 0.370 3.047 -1.017
N -0.218 1.944 -1.340
O -0.792 1.854 -2.547
B -2.330 1.845 -2.524
F -2.734 2.899 -1.735
F -2.737 1.761 -3.788
O -2.750 0.538 -1.813
N -2.435 0.622 -0.508
C -3.333 1.036 0.314
C -4.740 1.308 -0.042
C -2.770 1.375 1.645
N -1.483 1.276 1.687
O -0.903 1.851 2.752
B 0.385 1.262 3.206
F 0.833 1.913 4.276
F 0.231 -0.115 3.335
O 1.393 1.493 2.030
N 0.826 1.815 0.877
C 1.021 2.958 0.319
C 1.806 4.049 0.932
C -3.602 1.941 2.730
H -0.373 4.950 -1.504
H 0.196 4.026 -2.894
H 1.362 4.775 -1.754
H -4.968 0.959 -1.043
H -4.920 2.388 0.002
H -5.405 0.841 0.687
H 1.275 4.996 0.813
H 2.764 4.156 0.412
H 1.994 3.849 1.983
H -4.533 1.383 2.822
H -3.874 2.971 2.472
H -3.067 1.958 3.674
N -0.695 -1.453 1.245
C 0.575 -2.087 1.645
C 0.641 -3.093 2.560
C 1.899 -3.617 2.938
C 3.046 -3.106 2.396
C 2.982 -2.054 1.449
C 4.123 -1.466 0.860
C 3.979 -0.456 -0.059
C 2.699 0.005 -0.366
N 1.606 -0.506 0.188
C 1.724 -1.549 1.078
H -1.189 -1.197 2.104
H -1.271 -2.135 0.748
H -0.260 -3.484 3.020
H 1.943 -4.412 3.669
H 4.014 -3.494 2.686
H 5.109 -1.823 1.135
H 4.833 0.005 -0.534
H 2.563 0.818 -1.069
C -0.165 -2.483 -4.048
Ge 0.471 -2.781 -2.260
C -0.550 -3.971 -1.165
C 2.364 -2.927 -2.101
C -0.529 -0.681 -1.717
H -0.009 -3.456 -4.528
H 0.448 -1.743 -4.558
H -1.221 -2.232 -4.098
H -0.442 -4.941 -1.670
H -1.618 -3.761 -1.149
H -0.126 -4.092 -0.169
H 2.577 -3.854 -2.650
H 2.691 -3.068 -1.075
H 2.915 -2.129 -2.592
H -1.500 -1.117 -1.946
H -0.165 -0.171 -2.611
```

2S+1 = 2
net charge = +3
HOMO energy (spin up / spin down) = -18.1 / -18.1 eV
orbital gap (spin up / spin down) = 5.94 / 5.68 eV
⟨S²⟩ = 1.248

Just the Löwdin charges please, in e? Sure, here they are: atom 1 (Re): 1.807, atom 2 (C): 0.064, atom 3 (C): -0.159, atom 4 (N): -0.088, atom 5 (O): 0.033, atom 6 (B): -1.049, atom 7 (F): 0.203, atom 8 (F): 0.276, atom 9 (O): 0.011, atom 10 (N): -0.101, atom 11 (C): -0.175, atom 12 (C): 0.060, atom 13 (C): -0.169, atom 14 (N): -0.044, atom 15 (O): 0.102, atom 16 (B): -1.044, atom 17 (F): 0.279, atom 18 (F): 0.171, atom 19 (O): 0.080, atom 20 (N): -0.139, atom 21 (C): -0.159, atom 22 (C): 0.070, atom 23 (C): 0.059, atom 24 (H): 0.140, atom 25 (H): 0.116, atom 26 (H): 0.113, atom 27 (H): 0.114, atom 28 (H): 0.136, atom 29 (H): 0.120, atom 30 (H): 0.124, atom 31 (H): 0.131, atom 32 (H): 0.112, atom 33 (H): 0.114, atom 34 (H): 0.137, atom 35 (H): 0.110, atom 36 (N): 0.029, atom 37 (C): -0.248, atom 38 (C): 0.037, atom 39 (C): 0.012, atom 40 (C): 0.043, atom 41 (C): -0.125, atom 42 (C): 0.073, atom 43 (C): 0.011, atom 44 (C): -0.085, atom 45 (N): -0.062, atom 46 (C): -0.187, atom 47 (H): 0.125, atom 48 (H): 0.115, atom 49 (H): 0.147, atom 50 (H): 0.137, atom 51 (H): 0.144, atom 52 (H): 0.152, atom 53 (H): 0.138, atom 54 (H): 0.134, atom 55 (C): -0.166, atom 56 (Ge): 0.971, atom 57 (C): -0.180, atom 58 (C): -0.170, atom 59 (C): -0.161, atom 60 (H): 0.068, atom 61 (H): 0.057, atom 62 (H): 0.055, atom 63 (H): 0.069, atom 64 (H): 0.049, atom 65 (H): 0.025, atom 66 (H): 0.070, atom 67 (H): 0.022, atom 68 (H): 0.049, atom 69 (H): 0.041, atom 70 (H): 0.052



# 2
C31H30BrClIO5PtS2 as an isolated structure at a distorted geometry, computed with ωB97M-V/def2-TZVPD.

The geometry in XYZ format:
```
72
C31H30BrClIO5PtS2 (ωB97M-V/def2-TZVPD)
Pt -0.157 0.753 1.180
O 1.258 -0.724 1.391
S 1.004 -2.222 1.638
C -0.700 -2.271 2.237
C -1.608 -3.399 1.773
C -2.349 -3.062 0.472
C -3.241 -1.820 0.614
S -2.729 -0.404 -0.397
O -1.199 -0.398 -0.368
C -3.076 -1.024 -2.030
C -4.345 -1.497 -2.348
C -4.600 -1.912 -3.644
C -3.604 -1.840 -4.610
C -2.351 -1.345 -4.285
C -2.079 -0.929 -2.989
C 0.946 -3.001 0.045
C 1.040 -4.387 0.039
C 1.018 -5.058 -1.174
C 0.945 -4.338 -2.360
C 0.908 -2.950 -2.338
C 0.908 -2.268 -1.131
H -1.101 -1.306 1.928
H -0.585 -2.243 3.318
H -2.335 -3.562 2.574
H -1.075 -4.344 1.662
H -2.957 -3.918 0.181
H -1.632 -2.902 -0.336
H -3.254 -1.422 1.632
H -4.277 -1.998 0.331
H -5.135 -1.533 -1.609
H -5.581 -2.288 -3.900
H -3.812 -2.164 -5.621
H -1.582 -1.277 -5.042
H -1.106 -0.542 -2.716
H 1.142 -4.938 0.967
H 1.082 -6.137 -1.194
H 0.942 -4.862 -3.307
H 0.881 -2.395 -3.267
H 0.888 -1.189 -1.098
C 3.115 -0.360 6.014
C 1.837 -1.143 5.985
C 1.822 -2.522 6.099
C 0.624 -3.228 6.063
Cl 0.645 -4.960 6.201
C -0.576 -2.567 5.917
C -0.582 -1.180 5.788
C 0.614 -0.476 5.825
O 0.706 0.882 5.704
C -0.467 1.556 5.307
C -0.815 1.244 3.846
O -1.967 1.035 3.488
O 0.233 1.270 3.075
H 3.970 -1.021 6.137
H 3.109 0.361 6.832
H 3.238 0.210 5.091
H 2.753 -3.060 6.219
H -1.505 -3.122 5.906
H -1.529 -0.676 5.663
H -0.261 2.622 5.394
H -1.329 1.314 5.931
Br -3.475 5.172 -0.705
C -1.863 4.550 -1.462
C -1.422 5.104 -2.655
C -0.240 4.662 -3.225
C 0.506 3.669 -2.608
C 0.071 3.113 -1.415
C -1.115 3.554 -0.849
I -1.778 2.724 0.960
H -2.008 5.881 -3.127
H 0.101 5.102 -4.152
H 1.435 3.330 -3.046
H 0.663 2.354 -0.919
```

2S+1 = 1
net charge = +1
HOMO energy = -10.4 eV
orbital gap = 7.20 eV

Just the Löwdin charges please, in e? Sure, here they are: atom 1 (Pt): 0.822, atom 2 (O): -0.634, atom 3 (S): 1.105, atom 4 (C): -0.303, atom 5 (C): -0.193, atom 6 (C): -0.190, atom 7 (C): -0.289, atom 8 (S): 0.995, atom 9 (O): -0.688, atom 10 (C): -0.371, atom 11 (C): -0.072, atom 12 (C): -0.056, atom 13 (C): -0.057, atom 14 (C): -0.055, atom 15 (C): -0.069, atom 16 (C): -0.399, atom 17 (C): -0.089, atom 18 (C): -0.054, atom 19 (C): -0.054, atom 20 (C): -0.058, atom 21 (C): -0.082, atom 22 (H): 0.034, atom 23 (H): 0.072, atom 24 (H): 0.128, atom 25 (H): 0.107, atom 26 (H): 0.126, atom 27 (H): 0.096, atom 28 (H): 0.099, atom 29 (H): 0.089, atom 30 (H): 0.111, atom 31 (H): 0.116, atom 32 (H): 0.114, atom 33 (H): 0.113, atom 34 (H): 0.102, atom 35 (H): 0.119, atom 36 (H): 0.115, atom 37 (H): 0.113, atom 38 (H): 0.111, atom 39 (H): 0.095, atom 40 (C): -0.017, atom 41 (C): -0.185, atom 42 (C): -0.057, atom 43 (C): -0.676, atom 44 (Cl): 0.664, atom 45 (C): -0.124, atom 46 (C): -0.017, atom 47 (C): -0.222, atom 48 (O): -0.020, atom 49 (C): -0.082, atom 50 (C): -0.654, atom 51 (O): -0.055, atom 52 (O): -0.208, atom 53 (H): 0.083, atom 54 (H): 0.093, atom 55 (H): 0.090, atom 56 (H): 0.116, atom 57 (H): 0.110, atom 58 (H): 0.112, atom 59 (H): 0.148, atom 60 (H): 0.132, atom 61 (Br): 0.761, atom 62 (C): -0.738, atom 63 (C): -0.114, atom 64 (C): -0.060, atom 65 (C): -0.065, atom 66 (C): -0.144, atom 67 (C): -0.648, atom 68 (I): 1.299, atom 69 (H): 0.109, atom 70 (H): 0.115, atom 71 (H): 0.113, atom 72 (H): 0.075



# 3
H8NaO4 as an isolated structure, computed with ωB97M-V/def2-TZVPD.

The geometry in XYZ format:
```
13
H8NaO4 (ωB97M-V/def2-TZVPD)
Na -0.430 0.433 0.429
O -0.736 -0.679 -3.539
H -1.645 -0.851 -3.783
H -0.219 -1.209 -4.146
O -4.609 -0.669 1.182
H -5.177 0.027 1.514
H -5.200 -1.405 1.021
O 3.087 2.329 -1.498
H 3.608 2.034 -2.245
H 3.724 2.727 -0.905
O 2.248 -0.907 3.722
H 2.966 -0.283 3.826
H 2.383 -1.547 4.421
```

2S+1 = 1
net charge = +1
HOMO energy = -14.5 eV
orbital gap = 9.69 eV

Just the Löwdin charges please, in e? Sure, here they are: atom 1 (Na): 0.963, atom 2 (O): -0.059, atom 3 (H): 0.034, atom 4 (H): 0.037, atom 5 (O): -0.061, atom 6 (H): 0.033, atom 7 (H): 0.037, atom 8 (O): -0.060, atom 9 (H): 0.036, atom 10 (H): 0.032, atom 11 (O): -0.061, atom 12 (H): 0.031, atom 13 (H): 0.037



# 4
C41H42P2PdTe as an isolated structure at a distorted geometry, computed with ωB97M-V/def2-TZVPD.

The geometry in XYZ format:
```
87
C41H42P2PdTe (ωB97M-V/def2-TZVPD)
Pd 1.835 -1.793 -2.782
C -2.313 -0.023 0.262
C -2.569 -0.094 -1.045
C -3.043 1.035 -1.942
C -1.951 1.862 -2.615
C -0.778 2.299 -1.772
C -0.740 2.432 -0.439
C -1.963 2.482 0.414
C -2.255 1.183 1.179
C 2.273 -0.568 -1.074
H -2.317 -0.970 0.835
H -2.595 -1.066 -1.546
H -3.777 1.663 -1.402
H -3.627 0.561 -2.733
H -1.531 1.203 -3.397
H -2.407 2.758 -3.111
H 0.118 2.518 -2.375
H 0.202 2.584 0.107
H -2.837 2.699 -0.211
H -1.879 3.293 1.149
H -1.472 0.999 1.940
H -3.195 1.304 1.730
H 3.071 -0.454 -0.324
H 1.710 0.385 -1.074
H 2.917 -0.626 -2.103
P 0.128 -2.173 -8.645
P 1.984 0.294 -9.050
C -0.583 -0.614 -9.276
C 0.254 0.415 -9.558
C -0.663 -3.316 -9.895
C -1.801 -3.021 -10.658
C -2.282 -3.943 -11.585
C -1.624 -5.181 -11.777
C -0.473 -5.456 -11.019
C 0.014 -4.530 -10.097
C -0.957 -2.304 -7.148
C -0.689 -1.432 -6.071
C -1.446 -1.522 -4.905
C -2.504 -2.433 -4.827
C -2.782 -3.291 -5.895
C -2.006 -3.237 -7.058
C 2.645 0.970 -10.696
C 2.503 0.172 -11.842
C 2.936 0.640 -13.084
C 3.511 1.916 -13.194
C 3.657 2.708 -12.047
C 3.228 2.239 -10.806
C 2.078 1.815 -8.014
C 3.251 1.942 -7.247
C 3.449 3.077 -6.458
C 2.467 4.075 -6.424
C 1.280 3.931 -7.155
C 1.076 2.792 -7.929
H -1.661 -0.580 -9.412
H -0.013 1.288 -10.149
H -2.326 -2.079 -10.556
H -3.165 -3.702 -12.178
H -1.994 -5.893 -12.524
H 0.054 -6.403 -11.170
H 0.922 -4.732 -9.528
H 0.099 -0.670 -6.161
H -1.197 -0.891 -4.048
H -3.108 -2.470 -3.922
H -3.600 -4.005 -5.826
H -2.243 -3.897 -7.895
H 2.027 -0.813 -11.764
H 2.803 0.025 -13.968
H 3.820 2.296 -14.169
H 4.079 3.708 -12.127
H 3.318 2.878 -9.922
H 4.007 1.150 -7.285
H 4.373 3.188 -5.893
H 2.626 4.978 -5.833
H 0.513 4.707 -7.137
H 0.132 2.687 -8.466
Te 1.063 -2.252 -0.279
C 0.869 -1.436 1.800
C -0.292 -1.687 2.556
C -0.415 -1.125 3.850
C 0.615 -0.358 4.398
C 1.785 -0.129 3.647
C 1.915 -0.677 2.345
H -1.107 -2.290 2.145
H -1.325 -1.253 4.448
H 0.521 0.093 5.399
H 2.572 0.497 4.081
H 2.812 -0.472 1.780
```

2S+1 = 5
net charge = +2
HOMO energy (spin up / spin down) = -11.3 / -13.1 eV
orbital gap (spin up / spin down) = 5.89 / 4.77 eV
⟨S²⟩ = 6.025

Just the Löwdin charges please, in e? Sure, here they are: atom 1 (Pd): 0.393, atom 2 (C): -0.120, atom 3 (C): -0.104, atom 4 (C): -0.202, atom 5 (C): -0.192, atom 6 (C): -0.122, atom 7 (C): -0.116, atom 8 (C): -0.196, atom 9 (C): -0.167, atom 10 (C): -0.501, atom 11 (H): 0.087, atom 12 (H): 0.090, atom 13 (H): 0.115, atom 14 (H): 0.106, atom 15 (H): 0.086, atom 16 (H): 0.135, atom 17 (H): 0.100, atom 18 (H): 0.110, atom 19 (H): 0.100, atom 20 (H): 0.125, atom 21 (H): 0.103, atom 22 (H): 0.125, atom 23 (H): 0.011, atom 24 (H): 0.025, atom 25 (H): 0.016, atom 26 (P): 1.104, atom 27 (P): 1.118, atom 28 (C): -0.305, atom 29 (C): -0.334, atom 30 (C): -0.376, atom 31 (C): -0.094, atom 32 (C): -0.055, atom 33 (C): -0.042, atom 34 (C): -0.066, atom 35 (C): -0.108, atom 36 (C): -0.359, atom 37 (C): -0.114, atom 38 (C): -0.106, atom 39 (C): -0.063, atom 40 (C): -0.053, atom 41 (C): -0.063, atom 42 (C): -0.340, atom 43 (C): -0.099, atom 44 (C): -0.059, atom 45 (C): -0.044, atom 46 (C): -0.055, atom 47 (C): -0.076, atom 48 (C): -0.401, atom 49 (C): -0.114, atom 50 (C): -0.068, atom 51 (C): -0.058, atom 52 (C): -0.058, atom 53 (C): -0.083, atom 54 (H): 0.083, atom 55 (H): 0.095, atom 56 (H): 0.093, atom 57 (H): 0.115, atom 58 (H): 0.118, atom 59 (H): 0.116, atom 60 (H): 0.102, atom 61 (H): 0.097, atom 62 (H): 0.068, atom 63 (H): 0.106, atom 64 (H): 0.117, atom 65 (H): 0.109, atom 66 (H): 0.108, atom 67 (H): 0.113, atom 68 (H): 0.118, atom 69 (H): 0.115, atom 70 (H): 0.105, atom 71 (H): 0.107, atom 72 (H): 0.111, atom 73 (H): 0.115, atom 74 (H): 0.117, atom 75 (H): 0.101, atom 76 (Te): 1.358, atom 77 (C): -0.452, atom 78 (C): -0.144, atom 79 (C): -0.058, atom 80 (C): -0.049, atom 81 (C): -0.044, atom 82 (C): -0.125, atom 83 (H): 0.098, atom 84 (H): 0.123, atom 85 (H): 0.127, atom 86 (H): 0.119, atom 87 (H): 0.080



2S+1 of number 3 (H8NaO4)?
1